Entry from the OMol25 dataset: 3 unconnected molecules or ions with the total composition C17H31FIN2O5PS (wB97M-V/def2-TZVPD).

Output
* LUMO: 0.067 eV

Structure (ORCA input):
```
! RIJCOSX wB97M-V def2-TZVPD def2/J DEFGRID3
* xyz 0 1
I 0.35 -0.67 -2.37
S -0.57 3.23 -2.60
P -2.28 -0.27 -2.76
F -2.09 3.26 0.39
O -0.73 4.48 -1.98
O -1.97 2.42 -2.66
O 3.12 -0.35 1.05
O 0.16 3.22 -3.81
O 0.21 2.25 -1.56
N -1.23 -0.12 3.60
N 2.87 -2.98 0.28
C 3.75 -4.71 -2.59
C -1.25 0.51 4.55
C -0.49 1.06 -1.18
C 5.01 -3.84 -2.63
C -0.38 0.96 0.35
C -1.26 1.32 5.78
C -1.95 1.29 -1.79
C -3.15 1.46 -0.82
C 1.28 1.37 5.89
C 0.76 0.06 0.88
C -3.45 -1.42 -1.91
C -2.79 0.06 -4.49
C -3.26 2.87 -0.21
C 0.00 2.19 5.86
C 2.71 -3.39 -0.78
C 2.16 0.55 0.51
C 2.52 -3.93 -2.13
H -0.06 2.81 6.75
H -2.30 -0.67 -5.14
H -4.51 -1.29 -2.15
H -2.16 1.95 5.76
H 2.32 -3.10 -2.81
H -4.03 2.85 0.56
H -0.20 1.96 0.73
H 0.68 0.12 1.97
H 0.57 -0.97 0.59
H -1.33 0.66 6.64
H -3.09 -2.43 -2.09
H 1.28 0.69 6.75
H -1.32 0.63 0.79
H 5.27 -3.46 -1.64
H 4.88 -2.99 -3.30
H 0.03 2.87 5.00
H -4.07 1.34 -1.41
H 1.41 0.78 4.98
H 2.38 1.51 0.98
H 2.15 2.02 5.98
H -2.38 1.03 -4.78
H 2.33 0.62 -0.57
H 5.86 -4.43 -2.99
H -3.35 -1.26 -0.83
H 3.92 -5.55 -1.91
H -3.53 3.57 -1.00
H 3.56 -5.12 -3.58
H 1.64 -4.57 -2.12
H 2.97 -1.23 0.67
H -3.86 0.04 -4.68
H -3.16 0.74 -0.01
*
```

Atomic partial charges in e from the Löwdin method, atoms 1 to 4: atom 1 (I): 0.9468, atom 2 (S): 0.6065, atom 3 (P): 0.7126, atom 4 (F): -0.0241